a.
11
Properties=species:S:1:pos:R:3 method="wB97M-V/def2-TZVPD" mol_weight_g_mol=152.3 homo_energy_ev=-8.42 gap_ha=0.2787 e_lumo_ha=-0.031
C -2.010 0.558 0.238
C 0.626 -0.356 -0.227
N -1.271 -0.095 1.052
N -0.195 -0.595 1.016
S 0.068 0.686 -1.457
S 2.124 0.259 0.634
S 1.112 -2.076 -0.788
H -2.931 0.197 -0.118
H -1.916 1.729 0.292
H 2.002 1.506 0.108
H 2.391 -1.812 -0.750

b.
11
Properties=species:S:1:pos:R:3 method="wB97M-V/def2-TZVPD" mol_weight_g_mol=152.3 homo_energy_ev="-7.56 / -7.88" gap_ha="0.2334 / 0.2542" e_lumo_ha="-0.044 / -0.035"
C -2.483 0.095 0.008
C -0.216 0.700 0.246
N -1.425 0.791 -0.412
N -0.415 -1.568 0.543
S -4.039 0.437 -0.248
S -2.060 -1.688 0.465
S 0.477 -2.482 -0.548
H 0.758 0.463 -0.161
H -0.061 1.008 1.234
H -1.411 1.112 -1.382
H 1.570 -2.196 0.111

The calculated energies rank the structures as follows, beginning with the most stable: a, b.